(1)
Molecular formula: C7H13N5
Method: DFT, ωB97M-V/def2-TZVPD

Computed properties:
Total charge ... 0
E_HOMO ... -0.3140 hartree
Molar mass ... 167.22 g/mol
Energy above the lowest of the compared OMol25 structures with the same formula, charge and spin ... 169.80 kJ/mol
Structure (SMILES) ... C1=C[C@@H]2N[C@@H]2C1.[H]/N=C(N)/C=N/N
E ... -14916.149 eV

Each line ends with the Löwdin charge.
Element x y z (Å)
C 2.0090 -1.0685 0.6338  -0.091
C 1.7407 0.2421 0.9381  -0.039
C 2.9602 1.0847 0.7420  -0.256
N 3.4193 1.3604 -0.6521  0.070
C 3.9330 0.2024 0.0883  -0.307
C 3.2350 -1.0724 -0.1830  -0.184
H 1.3820 -1.9308 0.7766  0.095
H 0.7674 0.7002 1.1636  0.103
H 3.2269 1.8788 1.4750  0.144
H 4.1703 2.0447 -0.6559  0.086
H 4.9778 0.1221 0.3095  0.135
H 2.9224 -1.1033 -1.2446  0.132
H 3.9216 -1.8956 0.0082  0.108
H -5.0422 -0.1471 1.8657  0.033
N -4.1422 -0.2850 1.4200  0.115
C -4.0948 0.1949 0.2423  -0.514
N -5.0976 0.9394 -0.3523  0.085
C -2.8307 0.0190 -0.5811  -0.137
N -1.7996 -0.5998 -0.1198  -0.016
N -0.7237 -0.7070 -0.9558  0.009
H -5.2860 0.6857 -1.3267  0.093
H -5.9654 0.7833 0.1437  0.084
H -2.7216 0.8798 -1.2428  0.107
H -0.0238 -1.3482 -0.5774  0.049
H -0.9380 -0.9798 -1.9156  0.096

=====

(2)
Molecular formula: C7H13N5
Method: DFT, ωB97M-V/def2-TZVPD

Computed properties:
Total charge ... +2
E_HOMO (alpha / beta) ... -0.6484 / -0.5855 hartree
Molar mass ... 167.22 g/mol
Energy above the lowest of the compared OMol25 structures with the same formula, charge and spin ... 343.50 kJ/mol
Structure (SMILES) ... C[C@@H]1NN(C)[C@H]2C(=[NH2+])[NH+]=CN=C21
E ... -14899.572 eV

Each line ends with the Löwdin charge.
Element x y z (Å)
C 2.0789 -2.1392 -0.0029  0.027
C 1.1111 -1.0792 -0.7106  -0.237
N 1.6062 0.2554 -0.5476  0.149
N 0.7545 1.0704 0.1388  -0.089
C 1.4252 2.1957 0.7456  0.040
C -0.4033 0.3866 0.5468  -0.111
C -1.7986 0.7673 -0.0557  -0.178
N -2.1261 1.6753 -0.9431  0.285
N -2.5974 -0.2811 0.1819  0.135
C -2.2705 -1.6168 0.4665  -0.046
N -1.0888 -1.9492 0.1069  0.171
C -0.2163 -0.9864 -0.0540  -0.149
H 2.4882 -1.9051 0.9808  0.090
H 2.9543 -1.9604 -0.7095  0.108
H 1.6660 -3.1835 -0.1126  0.120
H 1.0413 -1.3530 -1.7885  0.188
H 2.2631 0.7847 -1.2014  0.236
H 2.4292 2.4525 0.4494  0.112
H 0.7642 3.0622 0.4965  0.126
H 1.5168 1.9078 1.8047  0.129
H -0.6398 0.4145 1.7231  0.235
H -1.4507 2.4393 -1.1972  0.188
H -2.9258 1.5152 -1.4179  0.106
H -3.5541 -0.0812 0.1829  0.158
H -3.0278 -2.3917 0.9168  0.208

=====

(3)
Molecular formula: C7H13N6O
Method: DFT, ωB97M-V/def2-TZVPD

Computed properties:
Total charge ... +1
E_HOMO ... -0.4385 hartree
Molar mass ... 197.22 g/mol
Energy above the lowest of the compared OMol25 structures with the same formula, charge and spin ... 19.05 kJ/mol
E ... -18450.832 eV

Each line ends with the Löwdin charge.
Element x y z (Å)
C -1.8792 1.8103 0.6399  0.091
C -1.0623 -0.7857 -0.0501  0.027
C -2.3953 -0.5104 -0.1061  -0.037
C -2.8020 0.8106 0.2464  -0.184
C -3.6744 -1.2041 -0.4158  -0.337
C -0.4703 1.4004 0.6990  0.024
C 3.5884 0.1475 0.4173  -0.495
N -4.6571 -0.3959 -0.1161  0.114
N -0.1797 0.1380 0.3397  0.073
N -4.1495 0.8310 0.2765  0.066
N -3.7757 -2.4176 -0.9520  0.166
N 4.5268 -0.8729 0.1465  0.081
N 4.1860 1.4807 0.1652  0.077
O 2.3824 -0.0330 -0.3988  -0.097
H -2.1022 2.8548 0.9254  0.129
H -0.7437 -1.6418 -0.5282  0.126
H 0.4044 1.8572 1.0685  0.127
H 3.3023 0.1984 1.3634  0.092
H 0.8130 -0.0353 0.3696  0.098
H -4.8251 1.3157 0.8483  0.171
H -2.9752 -3.0116 -1.0071  0.105
H -4.5790 -2.6789 -1.4845  0.117
H 4.0411 -1.7678 0.0328  0.099
H 5.0284 -0.6229 -0.6846  0.078
H 5.1891 1.3636 0.3101  0.085
H 4.1193 1.8720 -0.7228  0.042
H 2.6893 -0.1024 -1.3825  0.162

=====

(4)
Molecular formula: C7H13N6O2
Method: DFT, ωB97M-V/def2-TZVPD

Computed properties:
Total charge ... +1
E_HOMO (alpha / beta) ... -0.4003 / -0.4004 hartree
Molar mass ... 213.22 g/mol
Energy above the lowest of the compared OMol25 structures with the same formula, charge and spin ... 368.87 kJ/mol
E ... -20494.340 eV

Each line ends with the Löwdin charge.
Element x y z (Å)
C -3.2574 0.8462 -1.2689  0.040
C -2.0056 0.4465 -1.4802  -0.104
C -4.0407 0.2307 -0.1209  -0.421
C -2.0636 -1.1485 0.2581  -0.407
C -0.0854 1.0651 2.0161  0.051
C 0.4360 1.4629 0.9189  -0.148
C 1.0599 -0.5826 -0.3280  -0.442
N -3.3881 -0.9229 0.3658  0.223
N -1.3150 -0.4333 -0.7382  -0.021
N 0.6130 2.2248 -0.1212  0.132
N 2.1715 -0.1429 -1.0549  0.048
N -0.0428 -0.8270 -1.1560  0.057
N 1.1960 -1.7267 0.7277  0.235
O -4.9395 0.7859 0.4237  0.140
O -1.4787 -1.8153 1.0897  0.057
H -3.7687 1.5746 -1.9199  0.132
H -1.4260 0.9866 -2.2208  0.135
H -0.0429 1.6898 2.9123  0.098
H -0.4306 0.1798 2.3640  0.027
H -3.7946 -1.3824 1.1766  0.182
H 1.3919 1.7221 -0.7293  0.148
H -0.2356 2.6725 -0.4416  0.126
H 2.9605 -0.4135 -0.4709  0.098
H 2.2952 -0.6625 -1.9987  0.137
H -0.0050 -0.8460 -2.1335  0.123
H 1.6538 -1.4356 1.5279  0.115
H 0.1739 -1.9510 1.0263  0.120
H 1.4986 -2.5222 0.2677  0.117